(1)
Below is a single C2H6N2 molecule, with properties calculated with ωB97M-V/def2-TZVPD.

The geometry in XYZ format:
```
10
Properties=species:S:1:pos:R:3:forces:R:3:nbo_charge:R:1
C 0.545197 -1.086160 -0.764842 1.9 0.9 -0.5 -0.421
N -0.466639 -0.305375 -0.116655 0.2 -0.6 -0.4 -0.614
C -0.178116 0.855652 0.528416 -0.6 0.5 0.5 0.288
N -1.042066 1.365156 1.297324 -1.4 -0.1 0.1 -0.751
H 1.355277 -1.391898 -0.084309 -0.6 -0.7 0.1 0.184
H 0.205908 -1.870949 -1.432965 -0.4 -0.3 0.6 0.218
H 1.137459 -0.461277 -1.454824 -0.4 0.3 0.0 0.191
H -1.356403 -0.742264 0.072964 0.1 0.3 0.2 0.403
H 0.798243 1.307458 0.362374 0.2 -0.2 -0.5 0.147
H -0.998860 2.329660 1.592520 0.9 -0.1 0.0 0.355
```
Positions in Å, forces in eV/Å.

Summary:
M ... 58.1 g mol⁻¹
HOMO level ... -8.7 eV
Total charge ... 0
Kohn-Sham gap ... 9.81 eV
Energy above the lowest of the compared OMol25 structures with the same formula, charge and spin ... 26.0 kcal per mole


(2)
Below is a single C3H8N2OS molecule, with properties calculated with ωB97M-V/def2-TZVPD.

The geometry in XYZ format:
```
15
Properties=species:S:1:pos:R:3:forces:R:3:nbo_charge:R:1
N 0.393020 1.790235 -1.103920 0.8 0.4 0.4 -0.825
C 0.076443 0.396264 -0.620512 0.6 2.0 -1.4 -0.161
C 1.322986 -0.255553 -0.071466 -0.9 -0.8 0.4 -0.511
S 1.036498 -2.050566 0.255005 0.3 0.4 -0.1 -0.035
C -1.052134 0.655368 0.343190 -0.9 -0.2 1.6 0.669
N -2.244849 1.019455 -0.203185 0.2 -0.1 -1.3 -0.816
O -0.887174 0.594211 1.548383 0.2 -0.1 -0.1 -0.611
H 1.262500 1.808320 -1.642212 -0.4 -0.5 -0.3 0.352
H 1.238554 -2.487608 -0.993551 0.0 0.0 -0.1 0.113
H 0.704763 2.359550 -0.307689 -0.6 -0.2 0.0 0.354
H -0.289354 -0.078509 -1.529521 0.0 -0.5 0.2 0.205
H 1.566143 0.157218 0.901773 0.0 0.1 0.1 0.246
H 2.140391 -0.034049 -0.748952 0.2 -0.4 -0.1 0.217
H -2.239282 1.207856 -1.195368 -0.1 0.0 0.2 0.393
H -3.086946 1.284576 0.284902 0.6 -0.1 0.5 0.410
```
Positions in Å, forces in eV/Å.

Summary:
M ... 120.2 g mol⁻¹
HOMO level ... -9.1 eV
Total charge ... 0
Kohn-Sham gap ... 9.92 eV
Energy above the lowest of the compared OMol25 structures with the same formula, charge and spin ... 12.6 kcal per mole


(3)
Below is a molecular structure, C8H9O4, with properties calculated with ωB97M-V/def2-TZVPD.

The geometry in XYZ format:
```
21
Properties=species:S:1:pos:R:3:forces:R:3:nbo_charge:R:1
C 1.871449 -0.867960 -0.023730 0.6 4.3 0.4 0.566
C 3.351586 -1.218742 0.049469 -0.4 -1.1 1.0 0.646
C -1.727126 -2.384408 -0.145836 1.7 -0.4 -1.3 -0.152
C -1.836897 -1.050225 -0.025717 0.0 -2.0 -0.7 -0.226
C -0.652140 -0.295789 -0.092012 0.5 3.8 1.4 0.838
C 2.367202 1.503609 0.095114 0.9 -3.4 2.2 -0.283
C 3.831166 1.202315 -0.127621 -2.7 -1.7 -0.5 -0.134
C -3.106997 -0.229501 0.001367 3.9 -0.1 4.5 -0.580
O 3.674057 -2.318428 0.387270 -0.2 -0.6 -0.3 -0.452
O -0.346157 0.822610 0.063039 -0.1 -2.5 -0.7 -0.379
O 4.190399 -0.237168 -0.022251 0.7 1.7 0.4 -0.430
O 0.821053 -1.421151 -0.150489 0.8 -0.3 -0.3 -0.482
H -2.631677 -2.958774 -0.124812 -0.2 -0.5 0.1 0.230
H -0.727904 -2.883202 -0.487638 -2.2 0.8 1.2 0.255
H 1.714470 1.617544 -0.703209 -0.8 0.9 -1.2 0.211
H 2.202048 1.968869 1.079569 -0.7 -0.4 -0.7 0.229
H 3.992806 1.358451 -1.128992 0.9 0.9 -2.3 0.209
H 4.387215 1.855674 0.475435 1.4 0.0 1.1 0.228
H -3.052686 0.334658 -0.816676 -0.6 2.6 -3.1 0.232
H -3.886065 -0.836005 0.118826 -3.3 -2.5 -0.2 0.238
H -3.066452 0.327305 0.958639 -0.1 0.4 -0.8 0.238
```
Positions in Å, forces in eV/Å.

Summary:
M ... 169.2 g mol⁻¹
HOMO level (spin up / spin down) ... -13.1 / -13.1 eV
Total charge ... +1
Kohn-Sham gap (spin up / spin down) ... 7.82 / 7.82 eV
Energy above the lowest of the compared OMol25 structures with the same formula, charge and spin ... 78.0 kcal per mole


Maximum force (computed, eV/A): 2.21 2.51 5.96